ORCA calculation (the ωB97M-V functional and the def2-TZVPD basis) on a 6-piece molecular cluster, C18H48O22P4 overall at a distorted geometry.

Last column: Mulliken charge in e.
Positions of all 92 atoms, in Å:
C 2.347 1.401 0.839  -0.528
O 1.525 0.434 1.418  -0.332
P 0.258 -0.129 0.571  0.727
O 0.479 -0.086 -0.884  -0.736
O -0.069 -1.630 1.189  -0.056
C -1.206 -2.139 0.496  -0.914
O -1.033 0.795 0.894  0.275
C -1.543 0.864 2.147  -1.024
H 3.010 0.841 0.180  -0.057
H 3.029 1.803 1.588  0.387
H 1.880 2.323 0.493  0.311
H -2.031 -1.473 0.749  0.245
H -1.310 -3.160 0.863  0.358
H -1.242 -2.269 -0.586  0.338
H -1.269 1.758 2.707  0.280
H -1.283 0.064 2.841  0.329
H -2.615 0.669 2.116  0.332
C -6.623 -1.963 1.187  -0.735
O -5.286 -1.734 0.679  -0.274
P -5.051 -1.899 -0.980  1.127
O -4.737 -3.272 -1.472  -0.742
O -3.889 -0.802 -1.121  -0.150
C -4.243 0.494 -0.987  -0.649
O -6.358 -1.203 -1.553  -0.281
C -6.869 -1.556 -2.866  -0.855
H -6.673 -1.096 1.845  0.271
H -6.718 -2.881 1.768  0.228
H -7.412 -1.853 0.444  0.315
H -4.551 0.995 -1.904  0.300
H -3.317 0.990 -0.696  0.109
H -4.901 0.631 -0.129  0.410
H -6.156 -2.193 -3.390  0.352
H -7.028 -0.693 -3.512  0.290
H -7.651 -2.308 -2.767  0.334
C 3.362 3.291 -1.748  -0.191
O 4.237 2.811 -2.724  -0.088
P 4.187 3.597 -4.176  0.876
O 5.016 2.825 -5.145  -0.691
O 4.646 5.088 -3.854  -0.286
C 5.998 5.419 -3.930  -0.787
O 2.599 3.853 -4.549  -0.289
C 2.161 4.086 -5.773  -0.851
H 3.405 4.271 -1.274  0.327
H 3.436 2.459 -1.048  -0.264
H 2.369 3.279 -2.200  0.406
H 6.251 6.124 -3.137  0.285
H 6.056 5.907 -4.903  0.307
H 6.849 4.744 -4.026  0.351
H 2.924 4.126 -6.549  0.325
H 1.744 5.082 -5.925  0.322
H 1.505 3.304 -6.155  0.295
C 1.659 -3.888 2.972  -0.578
O 1.470 -5.136 3.636  -0.327
P 1.849 -5.318 5.210  1.106
O 2.764 -4.229 5.807  -0.750
O 0.368 -5.453 5.803  -0.302
C -0.156 -4.428 6.727  -0.672
O 2.621 -6.744 5.354  -0.316
C 1.874 -7.918 5.255  -0.601
H 0.726 -3.334 3.082  0.222
H 1.788 -3.980 1.894  0.247
H 2.491 -3.241 3.251  0.366
H -0.381 -4.978 7.640  0.272
H -1.065 -4.156 6.190  0.255
H 0.423 -3.549 7.009  0.323
H 1.145 -7.969 6.064  0.267
H 2.635 -8.698 5.290  0.227
H 1.324 -8.007 4.318  0.276
C -2.274 4.030 0.390  -0.438
O -3.076 4.947 -0.327  -0.372
C -4.313 4.446 -0.669  0.769
O -4.714 3.280 -0.574  -0.580
O -4.878 5.485 -1.207  -0.325
C -6.273 5.482 -1.569  -0.725
H -1.304 4.484 0.590  0.271
H -2.163 3.152 -0.246  0.162
H -2.977 3.948 1.219  0.281
H -6.571 4.683 -2.248  0.314
H -6.540 6.409 -2.077  0.285
H -7.036 5.205 -0.841  0.319
C 3.290 -2.510 -1.449  -0.528
O 4.645 -2.331 -0.882  -0.368
C 5.196 -1.189 -1.042  0.923
O 4.689 -0.293 -1.752  -0.589
O 6.339 -1.163 -0.369  -0.339
C 7.137 -0.041 -0.604  -0.671
H 2.844 -3.456 -1.144  0.253
H 3.380 -2.626 -2.529  0.336
H 2.607 -1.679 -1.270  0.135
H 8.148 -0.228 -0.240  0.256
H 6.770 0.827 -0.057  0.274
H 7.335 0.175 -1.654  0.306

Values from the calculation:
Multiplicity: 1
LUMO energy (Eh): 0.014
ΔE to the lowest compared entry with this formula, charge and spin (kcal/mol): 66.0
HOMO level (eV): -10.2
Gap between HOMO and LUMO (eV): 10.64